(1)
17
Properties=species:S:1:pos:R:3:lowdin_charge:R:1 method="wB97M-V/def2-TZVPD" orbital_gap_ev="5.56 / 9.90" spin_multiplicity=2 total_charge=+2 energy_ev=-25082.491 homo_ev="-14.14 / -18.53"
C 3.194 -1.039 -0.141 -0.402
O 3.433 -0.034 0.618 -0.241
O 2.318 -0.956 -1.005 -0.001
Mg 1.845 1.096 -0.472 1.070
O 5.203 1.497 3.376 -0.138
O 6.387 -0.561 1.037 0.042
C 6.882 -1.450 1.724 -0.031
C 6.569 -1.552 3.187 -0.106
O 5.459 -0.763 3.514 -0.149
C 5.676 0.544 4.198 -0.245
In 4.803 0.402 1.877 1.142
H 3.898 -1.922 -0.070 0.188
H 7.569 -2.206 1.308 0.187
H 7.473 -1.277 3.757 0.180
H 6.362 -2.611 3.414 0.178
H 5.115 0.458 5.146 0.167
H 6.761 0.609 4.408 0.158

***

(2)
14
Properties=species:S:1:pos:R:3:nbo_charge:R:1 method="wB97M-V/def2-TZVPD" orbital_gap_ev="8.15 / 6.66" spin_multiplicity=5 total_charge=+2 energy_ev=-11358.626 homo_ev="-17.70 / -18.70"
O 0.707 1.306 1.075 -0.679
C 1.274 0.045 1.212 -0.059
C 0.817 -0.795 2.178 -0.443
Ir 1.734 0.934 -0.449 1.469
Li -0.881 0.479 1.179 0.940
H 0.167 -0.432 2.993 0.254
H 1.180 -1.822 2.259 0.290
C -0.860 0.349 -1.605 0.084
C -1.022 -0.799 -0.945 -0.499
O 0.396 0.861 -1.875 -0.720
H -1.678 0.937 -2.022 0.259
H -2.035 -1.166 -0.783 0.287
H -0.171 -1.407 -0.629 0.249
H 0.373 1.510 -2.589 0.568

***

(3)
14
Properties=species:S:1:pos:R:3:nbo_charge:R:1 method="wB97M-V/def2-TZVPD" de_lowest_kj_mol=9.5 orbital_gap_ev="6.81 / 7.59" spin_multiplicity=2 total_charge=+1 energy_ev=-8742.892 homo_ev="-10.71 / -11.67"
O 0.638 -0.947 -0.889 -1.035
C 1.685 -1.647 -0.668 0.358
C 3.012 -1.509 -0.835 -0.692
Li -1.113 -1.542 -0.641 0.960
Li 0.776 0.914 -0.656 0.937
H 3.387 -0.852 -1.630 0.204
H 3.697 -2.258 -0.437 0.243
C -2.125 0.844 0.463 0.113
C -1.502 1.992 0.795 -0.526
O -1.688 -0.390 0.864 -0.756
H -3.143 0.799 0.072 0.223
H -2.027 2.936 0.657 0.261
H -0.538 1.969 1.311 0.194
H -1.059 -0.310 1.594 0.516

***

no.,F_max (Eh/bohr)
1,0.078
2,0.107
3,0.042